Version w
Computed, not measured: the ion C3HNO3S with charge -2, with ωB97M-V/def2-TZVPD.

Bonds (Å) are listed after each position.
Cartesian coordinates (Å):
1 C 0.494 0.056 0.668  C2 1.618, N4 1.315
2 C 1.668 1.097 0.273  C1 1.618, O5 1.238, O6 1.243
3 C -1.526 -1.063 -0.081  N4 1.450, O7 1.217, S8 1.737
4 N -0.305 -0.314 -0.308  C1 1.315, C3 1.450, H9 1.134
5 O 2.670 0.905 -0.428  C2 1.238
6 O 1.467 2.188 0.834  C2 1.243
7 O -2.449 -0.877 -0.853  C3 1.217
8 S -1.603 -2.270 1.165  C3 1.737
9 H -0.417 0.277 -1.270  N4 1.134

**Highest occupied orbital energy**: 0.15 eV
**Total charge**: -2
**Frontier orbital gap**: 5.8 eV



Version x
Computed, not measured: a cluster of 2 separate species, C3HNO3S in total, with ωB97M-V/def2-TZVPD.

Bonds (Å) are listed after each position.
Cartesian coordinates (Å):
1 C -0.120 1.044 0.145  N4 1.401, O5 1.281
2 C 3.410 -0.306 0.023  O6 1.195
3 C -2.147 -0.427 -0.151  N4 1.457, O7 1.222, S8 1.690
4 N -0.710 -0.215 -0.031  C1 1.401, C3 1.457, H9 1.020
5 O 1.136 1.095 0.393  C1 1.281
6 O 4.170 0.511 -0.404  C2 1.195
7 O -2.483 -1.600 -0.213  C3 1.222
8 S -3.152 0.912 0.080  C3 1.690
9 H -0.105 -1.014 0.159  N4 1.020

**Highest occupied orbital energy (alpha / beta)**: 2.06 / 2.06 eV
**Total charge**: -2
**Frontier orbital gap (alpha / beta)**: 3.9 / 3.9 eV



How do the energies compare? Relative to the most stable structure, in hartree: version w 0.0000; version x 0.0300.